ORCA calculation (ωB97M-V with the def2-TZVPD basis set) on the molecule C21H23N5O3S.

Geometry (Å):
C1 4.46188 3.41665 3.23036
C2 3.60229 3.10036 2.02049
O1 2.82981 3.89616 1.53518
N1 3.80654 1.83495 1.56054
C3 3.14541 1.17194 0.51815
C4 2.47815 1.85093 -0.49590
C5 1.80812 1.14210 -1.47253
C6 1.79878 -0.25098 -1.46334
N2 1.01491 -0.89902 -2.42703
C7 0.69891 -2.21794 -2.49351
O2 1.27959 -3.11224 -1.91862
C8 -0.53343 -2.48347 -3.34818
S1 -1.98307 -2.46984 -2.22554
C9 -1.89303 -0.81165 -1.70029
N3 -1.53438 0.20828 -2.43277
N4 -1.51805 1.29006 -1.64044
C10 -1.85647 0.93174 -0.43379
C11 -1.93399 1.86296 0.71607
C12 -0.51445 2.32590 1.13782
C13 -0.54698 3.68578 1.82215
O3 0.10966 1.35868 1.95638
N5 -2.11175 -0.41640 -0.40726
C14 -2.47049 -1.25163 0.66705
C15 -1.66824 -1.29624 1.80013
C16 -2.02103 -2.13368 2.84305
C17 -3.15350 -2.92617 2.75222
C18 -3.93885 -2.88717 1.61209
C19 -3.60250 -2.04986 0.56417
C20 2.51071 -0.93057 -0.48011
C21 3.17338 -0.21958 0.49927
H1 5.51431 3.28524 2.98835
H2 4.20607 2.75638 4.05679
H3 4.29014 4.44595 3.53120
H4 4.40161 1.23954 2.12010
H5 2.46779 2.92792 -0.50114
H6 1.25854 1.67320 -2.23612
H7 0.42785 -0.26199 -2.95923
H8 -0.50556 -3.49319 -3.75321
H9 -0.70042 -1.74527 -4.12942
H10 -2.50214 2.73897 0.40162
H11 -2.44140 1.38582 1.55736
H12 0.10560 2.38707 0.23982
H13 0.47086 3.98623 2.06088
H14 -1.13790 3.64415 2.73754
H15 -0.97631 4.43095 1.15973
H16 -0.19889 1.49046 2.86160
H17 -0.77490 -0.69077 1.84426
H18 -1.40039 -2.17518 3.72557
H19 -3.42014 -3.58128 3.56778
H20 -4.81622 -3.51092 1.53545
H21 -4.20571 -2.01208 -0.33066
H22 2.52306 -2.00753 -0.47479
H23 3.70865 -0.75544 1.27087

Computed properties:
SMILES: CC(=O)Nc1ccc(NC(=O)CSc2nnc(C[C@@H](C)O)n2-c2ccccc2)cc1
Energy above the lowest of the compared OMol25 structures with the same formula, charge and spin in kJ/mol: 154.49
Net charge: 0

natural (NBO) atomic charge list, values in e, 4 entries: atom 1 (C): -0.712, atom 2 (C): 0.689, atom 3 (O): -0.619, atom 4 (N): -0.602

---

ORCA calculation (ωB97M-V with the def2-TZVPD basis set) on the molecule C21H23N5OS.

Geometry (Å):
C1 0.62095 -2.05173 -4.87523
C2 0.50203 -2.90258 -3.67111
N1 0.83267 -4.16200 -3.59963
N2 0.57337 -4.60551 -2.36642
C3 0.06879 -3.61827 -1.69051
S1 -0.36644 -3.67121 0.00103
C4 1.34019 -3.54734 0.66505
C5 1.85205 -2.15427 0.36270
O1 2.57894 -1.94466 -0.59226
N3 1.44711 -1.15269 1.17041
C6 0.46164 -1.22415 2.22493
C7 -0.48718 -0.03472 2.10462
N4 0.22639 1.21144 2.28810
C8 -0.46510 2.40643 2.26154
C9 0.17268 3.61378 2.57248
C10 -0.52005 4.80754 2.56257
C11 -1.87073 4.84144 2.26012
C12 -2.52054 3.65246 1.98145
C13 -1.83594 2.45221 1.98208
C14 1.64381 1.14386 2.00708
C15 1.92423 0.18505 0.85618
N5 -0.00784 -2.48750 -2.46857
C16 -0.49028 -1.22189 -2.09937
C17 -1.73941 -1.11102 -1.49823
C18 -2.20925 0.13700 -1.12902
C19 -1.44567 1.27045 -1.35949
C20 -0.20199 1.15284 -1.95835
C21 0.28267 -0.08986 -2.32878
H1 1.57631 -1.52784 -4.87486
H2 -0.18256 -1.31811 -4.90906
H3 0.58308 -2.68739 -5.75535
H4 1.94418 -4.28256 0.13490
H5 1.29470 -3.77975 1.72586
H6 -0.12644 -2.13628 2.13295
H7 0.95251 -1.21805 3.20588
H8 -1.26160 -0.11812 2.87444
H9 -0.97067 -0.08543 1.11723
H10 1.21591 3.62324 2.84824
H11 0.00212 5.72204 2.80426
H12 -2.40866 5.77679 2.25313
H13 -3.57730 3.65514 1.75484
H14 -2.37892 1.54916 1.75675
H15 2.19636 0.82378 2.90083
H16 2.01005 2.12866 1.71711
H17 1.42894 0.54568 -0.05348
H18 2.99702 0.12733 0.65164
H19 -2.33071 -1.99740 -1.32362
H20 -3.17996 0.22336 -0.66410
H21 -1.81344 2.24077 -1.06247
H22 0.39778 2.03357 -2.13431
H23 1.26419 -0.19365 -2.76417

Computed properties:
SMILES: Cc1nnc(SCC(=O)N2CCN(c3ccccc3)CC2)n1-c1ccccc1
Energy above the lowest of the compared OMol25 structures with the same formula, charge and spin in kJ/mol: 56.30
Net charge: 0

natural (NBO) atomic charge list, values in e, 4 entries: atom 1 (C): -0.660, atom 2 (C): 0.353, atom 3 (N): -0.284, atom 4 (N): -0.262

---

ORCA calculation (ωB97M-V with the def2-TZVPD basis set) on a structure of composition C21H23N5Ti.

Geometry (Å):
Ti1 0.13053 -0.11252 -0.37436
C1 -0.73211 -0.68557 2.55477
C2 -2.08010 -0.83978 1.85802
C3 -2.00732 -1.85971 0.75648
C4 -2.91915 -2.88392 0.62691
C5 -2.73772 -3.86266 -0.34714
C6 -1.62322 -3.81407 -1.18541
C7 -0.75104 -2.77034 -1.04586
N1 -0.94177 -1.78684 -0.10917
N2 0.34223 0.02811 1.75178
C8 1.68087 -0.53267 2.12791
C9 2.68078 -0.10154 1.10187
C10 4.02088 0.04664 1.35386
C11 4.86978 0.42204 0.31399
C12 4.33766 0.65893 -0.95218
C13 2.99068 0.49624 -1.15230
N3 2.15316 0.10817 -0.14362
C14 0.32043 1.50407 2.04330
C15 -0.69703 2.16930 1.16855
C16 -1.35477 3.33466 1.47282
C17 -2.25502 3.86338 0.54773
C18 -2.48882 3.20011 -0.65956
C19 -1.80755 2.04108 -0.92148
N4 -0.91150 1.53104 -0.02071
H1 -0.85273 -0.15392 3.49846
H2 -0.35024 -1.67714 2.79191
H3 -2.78814 -1.19258 2.60850
H4 -2.48892 0.10805 1.49973
H5 -3.75802 -2.93763 1.30941
H6 -3.45064 -4.67466 -0.43906
H7 -1.43826 -4.58253 -1.92429
H8 0.13169 -2.69473 -1.67177
H9 1.95519 -0.21398 3.13566
H10 1.61513 -1.62241 2.14067
H11 4.40812 -0.12510 2.35095
H12 5.93220 0.54234 0.49270
H13 4.96718 0.97045 -1.77534
H14 2.55330 0.67800 -2.12124
H15 0.11762 1.68259 3.09987
H16 1.30690 1.92471 1.83023
H17 -1.18058 3.83061 2.42012
H18 -2.78491 4.78276 0.77192
H19 -3.19590 3.58651 -1.38217
H20 -1.96325 1.49062 -1.83949
C20 0.17130 0.03556 -5.07408
C21 0.18059 -0.00811 -3.64240
N5 0.18752 -0.04446 -2.48526
H21 -0.73032 -0.44900 -5.46363
H22 1.04725 -0.48457 -5.47667
H23 0.18802 1.07446 -5.42091

Computed properties:
Energy above the lowest of the compared OMol25 structures with the same formula, charge and spin in kJ/mol: 7.64
Net charge: +4

natural (NBO) atomic charge list, values in e, 4 entries: atom 1 (Ti): 2.112, atom 2 (C): -0.222, atom 3 (C): -0.484, atom 4 (C): 0.266

---

ORCA calculation (ωB97M-V with the def2-TZVPD basis set) on a structure of composition C21H23NO.

Geometry (Å):
O1 -0.62957 -0.27067 -1.45496
C1 -0.37602 0.58184 -0.69649
N1 -1.40891 1.38869 -0.20275
H1 -1.34164 1.92554 0.53937
C2 -2.91848 0.85397 -0.67500
H2 -2.97404 0.26910 -1.32900
H3 -3.51811 1.84286 -0.64230
C3 -3.71176 0.40010 0.51920
C4 -5.17065 0.01265 0.26612
C5 -5.73253 0.22663 -0.76451
C6 -7.24749 0.06702 -1.01136
C7 -7.77644 -1.11068 -0.16409
C8 -7.25718 -1.00382 1.24566
C9 -5.73799 -0.70895 1.51412
H4 -5.38323 -1.83744 1.32204
H5 -5.53609 -0.40141 2.56532
H6 -7.64440 0.00580 1.63927
H7 -7.73401 -1.58332 2.15858
H8 -7.10266 -2.05453 -0.37968
H9 -8.78379 -1.27852 -0.02534
H10 -7.87507 0.74931 -1.03920
H11 -7.38667 -0.39325 -1.90464
H12 -5.30594 0.95449 -1.48773
H13 -3.74289 1.11297 1.67298
H14 -3.14296 -0.34814 0.69967
C10 0.87321 0.99953 -0.16096
C11 1.90757 0.17610 -0.57718
C12 3.28968 0.81778 -0.17308
C13 3.52815 1.91407 0.29100
C14 4.94740 2.24044 0.62699
C15 5.88762 1.42224 0.56395
C16 5.53323 -0.05443 0.18120
C17 6.57755 -0.99978 0.40035
C18 6.21412 -2.46849 0.08158
C19 4.89149 -2.75232 -0.24718
C20 3.99233 -1.52640 -0.29505
C21 4.26592 -0.36634 -0.24333
H15 2.94282 -1.99797 -0.32561
H16 4.66757 -3.67494 -0.44098
H17 6.87749 -2.98122 0.25669
H18 7.63200 -0.83887 0.82504
H19 6.75124 1.63002 1.13604
H20 5.05573 3.26360 0.82014
H21 2.82046 2.59414 0.13303
H22 1.65716 -0.35764 -1.38576
H23 0.97224 1.68427 0.59328

Computed properties:
Energy above the lowest of the compared OMol25 structures with the same formula, charge and spin in kJ/mol: 1544.10
Net charge: 0

natural (NBO) atomic charge list, values in e, 4 entries: atom 1 (O): -0.613, atom 2 (C): 0.626, atom 3 (N): -0.619, atom 4 (H): 0.370

---

ORCA calculation (ωB97M-V with the def2-TZVPD basis set) on a structure of composition C21H23NiSi.

Geometry (Å):
Ni1 0.56894 -0.14383 -0.55264
C1 -1.88883 1.24226 -2.50867
C2 -0.51796 0.64303 -2.36807
C3 -0.32852 -0.75169 -2.39881
C4 0.95684 -1.32303 -2.29335
C5 1.13681 -2.81509 -2.38555
C6 2.06820 -0.47044 -2.15259
C7 1.90893 0.92602 -2.08125
C8 3.09830 1.82593 -1.90062
C9 0.61459 1.45236 -2.17714
H1 -2.41859 1.24284 -1.55498
H2 -2.49022 0.67187 -3.21530
H3 -1.83179 2.27032 -2.86182
H4 -1.18122 -1.40352 -2.54229
H5 0.98647 -3.29008 -1.41661
H6 2.13944 -3.06277 -2.72911
H7 0.41907 -3.24609 -3.08197
H8 3.06051 -0.89998 -2.10078
H9 3.30564 1.98693 -0.84304
H10 2.92315 2.79827 -2.35872
H11 3.98577 1.38771 -2.35442
H12 0.48273 2.52580 -2.09586
C10 -3.41026 -2.94130 3.26169
C11 -3.58096 -1.94098 2.31090
C12 -2.47452 -1.33528 1.74474
C13 -1.17961 -1.71177 2.12248
C14 -1.02752 -2.72543 3.07564
C15 -2.13649 -3.33577 3.64136
Si1 0.33295 -0.96029 1.40736
C16 0.56581 0.90595 1.24277
C17 1.83372 1.47174 1.49690
C18 2.00057 2.84059 1.53775
C19 0.91185 3.67474 1.28683
C20 -0.34367 3.14805 1.01901
C21 -0.51704 1.77358 1.01373
H13 -4.27588 -3.41648 3.70386
H14 -4.57674 -1.64191 2.01257
H15 -2.62286 -0.57180 0.98948
H16 -0.03572 -3.03813 3.38055
H17 -2.00683 -4.11633 4.37876
H18 1.54544 -1.64857 1.90318
H19 2.67646 0.81323 1.67557
H20 2.96824 3.27091 1.75787
H21 1.05130 4.74800 1.31166
H22 -1.18571 3.80081 0.83311
H23 -1.51077 1.36964 0.86578

Computed properties:
Net charge: +1
Total energy in Eh: -2611.59641

natural (NBO) atomic charge list, values in e, 4 entries: atom 1 (Ni): 0.486, atom 2 (C): -0.654, atom 3 (C): 0.069, atom 4 (C): -0.305

---

ORCA calculation (ωB97M-V with the def2-TZVPD basis set) on a structure of composition C21H24AuBrNO2PS2Se.

Geometry (Å):
Au1 0.37355 1.28623 1.23154
Br1 -1.38561 -0.83617 -0.28276
C1 -1.95204 0.62691 -1.36121
C2 -2.82735 0.28710 -2.35108
C3 -3.33152 1.26010 -3.23314
C4 -2.93877 2.55282 -3.09259
C5 -2.03246 2.93231 -2.07184
C6 -1.66100 4.29395 -1.96355
C7 -0.80214 4.70502 -0.99581
C8 -0.27277 3.76186 -0.09178
C9 -0.59548 2.43314 -0.16535
C10 -1.50257 1.96665 -1.16289
H1 -3.13306 -0.74467 -2.45297
H2 -4.02380 0.96906 -4.01169
H3 -3.31343 3.32144 -3.75725
H4 -2.08383 4.99648 -2.67122
H5 -0.51974 5.74592 -0.90571
H6 0.40539 4.10922 0.67716
Se1 -1.55812 1.86496 2.59200
C11 -1.32545 0.55375 3.97472
C12 -1.83414 -0.73142 3.83291
C13 -1.62897 -1.64506 4.85442
N1 -0.97230 -1.36541 5.97964
C14 -0.50113 -0.12888 6.10892
C15 -0.64687 0.86083 5.14528
H7 -2.37647 -1.01207 2.93948
H8 -2.01046 -2.65676 4.76564
H9 0.02786 0.08962 7.03076
H10 -0.23081 1.84627 5.30450
C16 4.99611 -0.18549 3.94476
C17 5.49399 0.50830 2.69192
C18 6.54775 -0.27978 1.94319
O1 4.40744 0.85849 1.77651
P1 3.11638 0.03531 1.42922
S1 2.28300 0.88831 -0.18471
S2 1.69323 0.06604 2.85328
O2 3.71990 -1.40011 1.17219
C19 3.04898 -2.69813 1.06264
C20 1.69586 -2.61439 0.39177
C21 2.99524 -3.33781 2.43456
H11 5.83585 -0.31181 4.62929
H12 4.59168 -1.17294 3.71985
H13 4.23017 0.40516 4.44435
H14 5.89119 1.48764 2.95780
H15 6.17727 -1.26933 1.68047
H16 7.43088 -0.39253 2.57364
H17 6.83695 0.24156 1.03135
H18 3.73605 -3.25360 0.42383
H19 0.97824 -2.08373 1.01709
H20 1.33144 -3.63148 0.23864
H21 1.75248 -2.11649 -0.57437
H22 2.33765 -2.77409 3.09696
H23 3.99004 -3.39260 2.87703
H24 2.60573 -4.35257 2.34444

Computed properties:
Energy above the lowest of the compared OMol25 structures with the same formula, charge and spin in kJ/mol: 0.00
Net charge: 0

natural (NBO) atomic charge list, values in e, 4 entries: atom 1 (Au): 0.896, atom 2 (Br): 0.050, atom 3 (C): -0.062, atom 4 (C): -0.240

---

ORCA calculation (ωB97M-V with the def2-TZVPD basis set) on a structure of composition C21H24F2N2O4S.

Geometry (Å):
C1 -0.43745 -0.05939 -1.69394
O1 -0.38355 -0.37141 -0.29029
C2 -0.32365 -1.67399 0.00627
O2 -0.20709 -2.51394 -0.87356
C3 -0.53336 -2.02472 1.49321
C4 -0.07030 -3.46850 1.65695
C5 -1.27911 -4.30447 1.27010
C6 -2.49891 -3.42344 1.49250
N1 -1.98241 -2.06761 1.63813
C7 -2.80632 -1.05903 1.85139
C8 -2.32256 0.35157 2.30281
C9 -3.34942 1.47971 2.03660
C10 -4.61711 1.01845 1.33054
C11 -5.22056 -0.23774 1.89991
C12 -4.23505 -1.38297 1.64572
H1 -0.61776 1.01426 -1.72692
H2 0.52371 -0.31476 -2.14333
H3 -1.24498 -0.62813 -2.15427
H4 -0.05605 -1.23655 2.10249
H5 0.79177 -3.69874 1.03187
H6 0.18435 -3.64771 2.70176
H7 -1.22797 -4.58691 0.21634
H8 -1.36091 -5.21609 1.85303
H9 -3.21290 -3.51136 0.65957
H10 -3.03435 -3.74534 2.39676
H11 -1.95736 0.29592 3.32786
H12 -3.51488 2.04802 2.98175
H13 -2.91143 2.17139 1.29690
H14 -5.31045 1.85743 1.29771
H15 -4.28987 0.80598 0.30875
H16 -5.46944 -0.15862 2.96676
H17 -6.15739 -0.44909 1.36642
H18 -4.36461 -1.65995 0.57661
H19 -4.56880 -2.25881 2.20751
F1 -1.59427 2.69064 3.82926
C13 -0.86827 2.71779 2.67385
F2 0.42045 3.04222 3.03333
S1 -0.86750 1.12803 1.75731
N2 0.92999 2.13002 0.71189
C14 2.11412 1.79714 1.32330
O3 2.33248 1.01587 2.23076
C15 3.13407 2.62148 0.57827
C16 2.48631 3.29820 -0.42950
C17 3.21528 4.02918 -1.38021
C18 4.61599 4.06309 -1.25381
C19 5.26436 3.37361 -0.21351
C20 4.52540 2.64410 0.72478
C21 1.02396 2.96500 -0.36262
O4 0.10953 3.31210 -1.12642
H20 -1.24042 3.53271 2.06119
H21 2.67442 4.53516 -2.18223
H22 5.21919 4.61465 -1.98240
H23 6.35997 3.40752 -0.13794
H24 4.94281 2.08273 1.55683

Computed properties:
Energy above the lowest of the compared OMol25 structures with the same formula, charge and spin in kJ/mol: 206.27
Net charge: 0

natural (NBO) atomic charge list, values in e, 4 entries: atom 1 (C): -0.266, atom 2 (O): -0.481, atom 3 (C): 0.791, atom 4 (O): -0.608

---

ORCA calculation (ωB97M-V with the def2-TZVPD basis set) on a structure of composition C21H24F3NO4P2STm.

Geometry (Å):
C1 3.41346 -2.42565 -0.86292
C2 2.93156 -1.17829 -0.46694
C3 2.21997 -0.39174 -1.44566
C4 1.45972 -1.14701 -2.38117
C5 1.85597 -2.44282 -2.71929
C6 2.90544 -3.03547 -2.01969
C7 0.13342 -0.58256 -2.71104
C8 0.26189 0.87259 -2.94970
C9 1.06449 1.56601 -2.00191
C10 0.55589 2.85763 -1.60145
C11 -0.18647 3.58901 -2.52629
C12 -0.70384 2.95898 -3.66511
C13 -0.55778 1.58293 -3.83415
H1 4.13548 -2.94843 -0.23272
H2 1.33527 -2.96134 -3.52730
H3 3.28116 -4.01179 -2.32128
H4 -0.36153 -1.10645 -3.53166
H5 -0.41863 4.63591 -2.31711
H6 -1.27520 3.53748 -4.38812
H7 -1.06541 1.04172 -4.63208
N1 2.10139 0.96181 -1.35549
Tm1 -1.37326 -0.71096 0.33610
C14 2.86347 -0.76413 0.96888
H8 3.11251 0.29917 1.07190
H9 3.51007 -1.39620 1.59130
C15 0.60458 3.19890 -0.15004
H10 1.62288 3.05709 0.23340
H11 0.24732 4.22239 0.02089
P1 1.09689 -0.95578 1.66422
P2 -0.51575 2.03723 0.86876
C16 -2.07883 2.98524 0.79743
H12 -2.83909 2.50123 1.42468
H13 -1.89996 4.00460 1.16789
H14 -2.44280 3.02902 -0.23760
C17 0.10132 2.59168 2.49558
H15 -0.20018 3.63643 2.65642
H16 -0.31853 1.97177 3.29477
H17 1.19662 2.52266 2.51977
C18 1.07578 -2.75857 1.98964
H18 1.96284 -3.00973 2.58791
H19 0.16360 -3.02921 2.53991
H20 1.09232 -3.32095 1.04874
C19 1.43513 -0.38972 3.36595
H21 0.49975 -0.33821 3.93459
H22 2.11364 -1.10792 3.84780
H23 1.89816 0.60396 3.35842
C20 -1.92034 -0.06813 2.52384
O1 -2.28869 0.22397 3.57940
H24 -0.61005 -0.72157 -1.63764
F1 -4.99439 -2.82408 1.96765
C21 -4.66370 -2.19029 0.82863
F2 -5.71356 -2.18834 -0.01123
F3 -4.39367 -0.86762 1.15139
S1 -3.13714 -2.90032 0.01832
O2 -2.10290 -2.69131 1.10427
O3 -3.34758 -4.22727 -0.45361
O4 -2.84272 -1.79756 -0.97723

Computed properties:
Energy above the lowest of the compared OMol25 structures with the same formula, charge and spin in kJ/mol: 181.86
Net charge: +1
Multiplicity: 3

natural (NBO) atomic charge list, values in e, 4 entries: atom 1 (C): -0.229, atom 2 (C): 0.009, atom 3 (C): 0.195, atom 4 (C): -0.074